1.
Formula: C6H12O
Source: the OMol25 dataset
Level of theory: the ωB97M-V functional and the def2-TZVPD basis

Cartesian coordinates (Å):
C -0.6407 1.8225 -1.1654
C 0.0931 0.6010 -0.6074
C 1.5941 0.8503 -0.4563
C -0.5021 0.2370 0.7301
O -1.7490 -0.4489 0.7223
C -0.6099 -1.1156 1.2681
C -0.1845 -2.4159 0.6306
H -0.2569 2.0971 -2.1535
H -1.7140 1.6236 -1.2540
H -0.5121 2.6878 -0.5022
H -0.0635 -0.2411 -1.2940
H 1.7856 1.6592 0.2603
H 2.0415 1.1412 -1.4125
H 2.1130 -0.0463 -0.0973
H -0.4368 1.0294 1.4834
H -0.6673 -1.2017 2.3512
H -0.3979 -2.4949 -0.4388
H -0.7748 -3.1589 1.1575
H 0.8822 -2.6257 0.7780

Force components x, y, z for each atom (eV/Å):
C -0.0153 0.0426 -0.0246
C -0.0010 -0.0505 -0.0079
C 0.0715 0.0179 0.0048
C 0.2741 0.1129 -0.0227
O -0.2152 0.0428 0.0496
C 0.0992 -0.2697 -0.0843
C 0.0011 0.2015 -0.0464
H -0.0460 -0.0386 0.1181
H 0.1631 0.0202 0.0032
H 0.0032 -0.1290 -0.0897
H 0.0116 0.0808 0.1366
H -0.0354 -0.1011 -0.0997
H -0.0655 -0.0320 0.1206
H -0.0871 0.1370 -0.0499
H -0.0743 0.0187 -0.1873
H 0.0898 0.1242 0.0449
H -0.0548 0.2411 0.1669
H 0.1053 -0.4943 -0.1621
H -0.2243 0.0755 0.1297

For the HOMO-LUMO gap, the calculation gives 11.11 eV. Its HOMO energy is -10.0 eV. The calculation puts the largest force on an atom at 0.53 eV Å⁻¹. The LUMO energy is 1.109 eV. The value obtained for the electronic energy is -8463.1899 eV.

=====

2.
Formula: C12H15AgAsN6PS4
Source: the OMol25 dataset
Level of theory: the ωB97M-V functional and the def2-TZVPD basis

Cartesian coordinates (Å):
Ag 0.6676 2.0011 -1.9476
C -1.5010 -1.5091 3.4978
N -1.6038 -0.0809 3.2696
C -2.1530 0.8291 4.1286
C -2.0279 2.0401 3.5065
N -1.4236 1.8969 2.2960
C -1.1667 0.6120 2.1620
P -0.3683 -0.3023 0.7995
C 1.2152 0.5640 0.6223
N 1.4237 1.8606 0.4638
C 2.7689 1.9947 0.2738
C 3.3756 0.7687 0.3241
N 2.3890 -0.1325 0.5778
C 2.5419 -1.5773 0.4762
C -1.3621 0.2003 -0.6373
N -1.6758 1.4224 -1.0340
C -2.3621 1.2630 -2.2018
C -2.4653 -0.0666 -2.5097
N -1.8484 -0.7382 -1.5009
C -1.5021 -2.1525 -1.5384
H -1.9460 -1.7419 4.4636
H -0.4604 -1.8288 3.4988
H -2.0231 -2.0656 2.7218
H -2.5697 0.5358 5.0775
H -2.3442 3.0065 3.8681
H 3.2201 2.9519 0.0736
H 4.3900 0.4624 0.1353
H 3.5989 -1.8167 0.5796
H 2.2140 -1.8902 -0.5195
H 1.9783 -2.0645 1.2696
H -2.7092 2.1070 -2.7735
H -2.8586 -0.5772 -3.3716
H -2.1604 -2.6468 -2.2511
H -1.6404 -2.5916 -0.5526
H -0.4713 -2.2495 -1.8919
S 4.3509 0.1123 -4.1721
As 2.2337 0.2652 -4.3512
S 1.6079 2.3855 -4.1775
S 1.3115 -0.6619 -2.5620
S 1.3563 -0.5853 -6.0932

Force components x, y, z for each atom (eV/Å):
Ag 0.2107 -0.2201 -0.3838
C -0.0016 0.0006 0.0155
N 0.0858 -0.1063 -0.1230
C 0.0102 -0.0236 0.0051
C -0.0684 0.0770 0.0597
N 0.0602 -0.0292 -0.0276
C -0.1086 0.1398 0.1148
P 0.0386 -0.1081 -0.1221
C -0.0347 -0.0424 0.0569
N -0.0340 0.0275 0.0408
C 0.0816 -0.0689 -0.0054
C -0.0051 0.1084 -0.0351
N -0.1147 -0.1213 -0.0367
C 0.1317 0.1450 -0.0291
C 0.0772 -0.0335 0.0803
N -0.0346 0.0053 0.1051
C -0.0327 -0.0857 -0.0661
C 0.0224 0.1219 -0.0451
N 0.0728 -0.1207 0.0990
C -0.1217 0.0830 -0.0933
H -0.0092 0.0344 0.0102
H 0.0163 0.0053 0.0122
H -0.0215 0.0028 -0.0105
H 0.0036 -0.0008 -0.0043
H 0.0043 -0.0240 -0.0079
H -0.0154 -0.0019 -0.0175
H -0.0246 -0.0014 -0.0074
H 0.0009 0.0344 0.0530
H -0.0448 -0.0055 0.0352
H -0.0333 -0.0560 -0.0303
H 0.0139 0.0111 -0.0025
H 0.0163 0.0085 0.0085
H -0.0479 0.0237 0.0198
H 0.0484 -0.0423 0.0219
H -0.0149 -0.0065 0.0478
S 0.2477 -0.0253 -0.0225
As -0.1436 -0.0750 0.2146
S -0.1001 0.3815 0.0702
S -0.1246 0.0812 0.2163
S -0.0067 -0.0931 -0.2169

For the HOMO-LUMO gap, the calculation gives 4.06 eV. Its HOMO energy is -0.2 eV. The calculation puts the largest force on an atom at 0.49 eV Å⁻¹. The LUMO energy is 3.879 eV. Its net charge is -2. The value obtained for the electronic energy is -139097.7985 eV.